This record from the OMol25 dataset describes 9 unconnected molecules or ions with the total composition C6H28ClN8O13 in a non-equilibrium geometry. The level of theory is ωB97M-V/def2-TZVPD.

Structure (XYZ):
```
56
Properties=species:S:1:pos:R:3:forces:R:3
O -0.231 0.874 1.425 -1.5 2.6 -2.1
N -4.237 1.452 0.470 -1.1 -0.5 0.5
C 5.894 -0.443 1.906 1.2 0.6 -0.8
O -1.116 0.442 -5.818 0.1 -0.9 -0.1
H -2.892 -0.464 -5.439 0.0 -0.1 1.0
N 1.999 -3.014 0.242 -0.5 1.4 0.9
H -1.933 2.203 0.975 -0.4 0.3 -0.8
O 0.333 0.618 3.731 -0.8 0.1 -1.1
H 1.516 -2.248 0.711 0.3 -0.6 -0.1
C -1.908 -0.413 -4.934 0.9 1.3 -1.9
O -2.104 -1.966 0.803 -0.1 -0.6 0.4
H 2.557 -2.868 -0.551 0.6 0.7 -1.0
H 1.028 -5.620 1.820 -0.1 -1.4 0.0
O 0.131 -1.189 2.229 -0.1 -1.6 0.4
H -5.166 1.191 0.162 0.4 0.2 0.0
N 5.531 0.822 1.322 -1.7 -1.4 1.1
H -1.578 2.887 -0.574 -0.4 -0.1 0.2
H -1.409 -1.381 -4.987 -0.2 -0.1 0.1
H 2.473 4.374 0.928 1.1 0.9 0.7
N 1.054 2.334 -0.859 -1.6 -3.7 0.2
H -1.878 0.156 2.624 -1.2 0.1 -0.4
H 1.238 1.813 -1.704 -0.1 0.1 -0.1
H -4.021 1.322 1.457 0.2 0.1 -0.7
O 2.419 -5.154 -0.213 0.0 0.2 0.8
H -0.671 0.197 -3.373 -1.4 -0.3 0.2
N 4.888 -1.142 2.526 -0.7 1.3 -0.3
H 0.603 -4.052 2.186 -0.1 0.7 0.1
H 1.249 3.254 1.295 0.6 0.7 -0.5
H -4.219 -2.961 -0.095 0.2 0.3 0.0
H -2.669 1.802 -2.758 -0.5 0.0 0.5
H -2.115 -1.039 0.597 -0.2 0.8 -0.5
O 2.561 3.842 -1.589 -0.9 -0.8 2.3
C -1.802 0.172 -3.552 1.4 0.2 -0.8
H 3.942 -0.780 2.664 0.7 -0.2 -0.2
O -2.689 0.719 2.628 1.6 0.1 1.7
H 0.830 1.720 -0.041 0.2 0.9 -1.2
H -1.484 -1.963 1.546 0.0 -0.3 -0.2
H -1.425 1.345 -5.734 -0.3 0.1 0.3
H -5.139 -1.909 -0.765 0.3 -0.2 0.1
C 1.872 3.341 -0.668 1.5 3.1 -1.0
O -2.281 1.488 -3.580 0.2 -0.2 -0.8
O 7.017 -0.927 1.782 -0.9 0.7 0.3
H -2.312 -0.527 -2.923 -0.4 -0.1 1.1
N 1.174 -4.668 1.658 1.0 1.0 -0.8
O 1.952 0.295 2.090 -0.7 0.1 -0.5
C 1.922 -4.308 0.533 -1.2 -1.9 0.2
N 1.689 3.888 0.609 -0.7 -1.1 -0.4
H 5.158 -1.973 3.004 0.1 -0.3 0.0
O -5.047 -2.850 -0.574 -0.3 -0.1 -0.1
C -3.466 2.122 -0.412 0.4 0.3 0.4
H -2.386 1.304 3.362 -0.7 -0.2 -0.6
Cl 0.526 0.176 2.359 4.0 -1.3 3.5
N -2.291 2.608 0.098 0.6 -0.3 0.4
O -3.818 2.299 -1.575 0.0 0.0 -0.1
H 4.646 1.147 1.691 -0.3 -0.3 -0.2
H 6.085 1.652 1.285 1.4 -0.4 0.0
```
Positions in Å, forces in eV/Å.

Its total charge is -1. Its spin multiplicity is 1. The total energy is -57736.361 eV.

***

This record from the OMol25 dataset describes 7 unconnected molecules or ions with the total composition C6H28N2O6 in a non-equilibrium geometry. The level of theory is ωB97M-V/def2-TZVPD.

Structure (XYZ):
```
42
Properties=species:S:1:pos:R:3:forces:R:3
C -4.030 0.174 1.518 1.0 -1.0 -0.1
O 2.496 1.925 -1.946 1.6 -3.6 -6.2
H -0.422 -1.550 0.437 0.2 0.4 1.6
H -0.482 0.373 -2.069 0.4 0.4 -0.1
H 1.751 1.946 -2.561 -0.3 0.2 0.8
H 2.415 2.362 -1.198 -1.2 3.3 5.1
H -2.545 0.769 -0.917 0.8 -2.1 0.2
H 3.065 -0.069 -1.307 0.7 -0.6 0.4
H 0.534 3.712 3.369 0.7 -0.5 -0.5
H -2.003 -0.846 3.025 -0.4 -0.6 0.5
H 2.040 -0.969 0.837 0.4 -2.2 -0.1
C -0.456 -1.402 1.578 0.4 -2.6 0.8
C -1.970 -1.239 2.019 0.5 -0.9 -3.7
N 2.072 0.984 0.641 5.3 -3.2 5.5
H 0.698 -1.304 -3.137 -0.5 -0.6 0.1
H 2.329 1.733 1.213 -0.2 1.6 0.5
H -1.965 0.725 1.323 -0.1 -0.1 -0.2
N 0.487 -0.371 2.147 -0.4 -3.3 -1.8
C 1.816 -0.198 1.498 -0.1 3.1 3.1
H -2.597 -2.194 1.702 1.5 1.4 1.6
H -1.699 -0.921 -0.885 2.7 -1.5 -1.3
H -0.184 -1.438 -4.284 0.0 -0.2 -6.2
C -2.561 -0.178 1.094 0.1 2.2 -1.0
O -0.045 0.935 -2.731 1.5 2.1 4.2
H -3.383 -0.758 -0.780 -1.0 -0.8 -0.8
O 1.232 3.240 2.860 -1.0 0.3 0.6
H 2.454 -0.026 2.474 -0.3 -0.9 -2.5
O 1.940 -2.289 -2.717 -0.4 -1.4 0.3
H 2.514 -1.774 -2.172 1.7 0.8 0.5
H 1.869 3.921 2.650 0.3 0.3 0.0
H -0.454 0.626 -3.463 -1.8 -1.5 -3.8
H -0.068 0.404 2.279 -0.6 2.7 0.3
H -4.705 -0.352 0.840 -0.3 0.3 0.1
H -4.134 -0.277 2.506 -0.4 0.2 0.1
H 1.416 1.090 0.050 -5.9 1.5 -5.2
H 1.587 -2.941 -2.084 0.0 0.2 -0.6
H -0.169 -2.422 2.058 -0.1 1.5 -1.1
O 3.789 -0.736 -1.475 -0.9 1.7 -0.2
O -0.234 -1.448 -3.410 -1.0 0.1 5.3
C -2.445 -0.334 -0.550 -3.2 4.2 3.9
H -4.263 1.239 1.596 0.1 -0.2 -0.3
H 4.311 -0.125 -2.024 0.3 -0.7 0.0
```
Positions in Å, forces in eV/Å.

Its structure (SMILES) is CC(C)CCNCN.O.O.O.O.O.O. Its energy above the lowest of the compared OMol25 structures with the same formula, charge and spin is 4.9838 eV. Its spin multiplicity is 1. The total energy is -21937.923 eV.

***

This record from the OMol25 dataset describes 8 unconnected molecules or ions with the total composition C6H28NO7S in a non-equilibrium geometry. The level of theory is ωB97M-V/def2-TZVPD.

Structure (XYZ):
```
43
Properties=species:S:1:pos:R:3:forces:R:3
H 1.467 0.960 2.184 0.0 -0.3 0.1
O -0.797 1.598 -2.920 0.7 0.0 -0.4
O -1.027 2.100 -0.411 0.5 0.5 0.2
H 2.307 0.139 -0.657 -0.4 0.7 0.1
H -0.584 2.117 -1.310 -1.1 -0.4 0.4
O -3.651 0.715 -2.689 -1.5 -0.5 -1.4
O -1.194 -0.874 -2.803 -0.4 -0.4 0.2
H -1.014 -2.075 4.100 0.3 -0.1 -0.1
H 0.853 -1.095 -4.181 -0.1 0.0 -0.2
H 4.385 0.170 0.288 0.5 0.1 0.3
H -3.722 1.392 -2.032 0.9 0.0 0.6
H -2.926 0.072 -2.684 0.6 0.4 0.7
H -1.358 -1.462 -3.548 0.0 0.2 -0.2
H -3.032 -2.069 -0.693 0.0 0.1 0.0
C 0.039 -2.747 1.645 -0.4 0.7 -1.1
N 0.044 -0.348 1.307 1.0 -0.7 1.4
H -2.192 -2.114 -1.974 -0.1 0.3 0.2
C 1.123 0.597 1.208 0.0 -0.3 -1.1
O -2.916 -2.583 -1.495 0.1 -0.4 0.0
C 0.164 -1.363 2.353 -0.5 -1.6 -1.3
O -0.836 4.416 1.351 0.4 -1.2 -1.0
H 2.325 -1.104 0.405 0.0 -0.2 0.9
H -0.973 0.572 -3.006 0.0 0.3 0.2
H -1.004 3.461 1.221 -0.6 0.0 0.9
H 0.126 1.671 -3.184 0.0 -0.1 -0.3
H 1.174 -1.375 2.759 0.0 0.6 0.3
H -1.514 1.272 -0.427 0.0 0.0 -0.3
H 3.879 0.214 1.995 -0.2 -0.4 0.0
H -0.450 -3.542 2.194 0.3 -0.3 0.4
H -0.901 -0.237 1.016 -0.2 0.8 -0.3
H -0.418 4.420 0.475 0.1 1.1 0.1
C -0.918 -1.242 3.404 -0.2 1.0 0.6
H 0.904 -0.830 -2.732 -0.3 0.0 -0.1
H 2.807 2.674 0.311 0.0 0.2 -0.1
S 3.829 2.372 1.118 -0.3 -0.4 -0.2
H -0.560 -2.592 0.741 -0.3 0.0 0.2
H -1.890 -1.111 2.934 -0.2 -0.2 -0.3
H 0.827 1.491 0.673 -0.4 0.0 0.0
C 2.318 -0.015 0.429 0.2 0.9 0.5
H 0.981 -3.028 1.182 0.3 -0.4 0.4
C 3.635 0.539 0.986 0.5 -0.3 -0.8
O 1.484 -0.834 -3.510 0.6 0.1 0.2
H -0.793 -0.318 3.978 0.1 -0.1 0.1
```
Positions in Å, forces in eV/Å.

Its total charge is -1. Its energy above the lowest of the compared OMol25 structures with the same formula, charge and spin is 0.5424 eV. Its spin multiplicity is 1. The total energy is -33335.292 eV.

***

This record from the OMol25 dataset describes 8 unconnected molecules or ions with the total composition C6H28O8 in a non-equilibrium geometry. The level of theory is ωB97M-V/def2-TZVPD.

Structure (XYZ):
```
42
Properties=species:S:1:pos:R:3:forces:R:3
H -1.717 3.229 0.158 -0.3 0.0 0.1
H 0.480 -4.315 0.355 0.0 0.4 0.7
H -2.722 -4.050 -0.040 0.6 0.1 -0.1
H -4.757 -3.498 -1.017 0.4 -0.1 -0.1
C -2.939 -3.012 -0.296 -1.0 0.1 -0.2
H 1.635 -2.936 0.058 0.1 0.3 -0.1
O 3.098 1.357 -0.476 0.1 -1.7 1.0
O -0.917 3.748 0.067 0.3 -0.3 0.1
H 1.746 -1.671 -1.240 -0.1 0.4 0.1
H 2.624 2.714 1.153 0.0 -1.1 0.0
C -0.231 0.349 0.293 -0.1 -0.2 0.8
C -1.635 1.698 -3.570 0.5 1.0 -0.1
H -0.233 1.398 -4.971 -0.3 0.1 0.0
H -0.219 0.851 3.573 -0.3 0.1 -0.1
O 0.235 2.530 4.774 0.1 -0.8 0.1
H 3.155 3.371 -0.323 0.0 0.3 0.0
H -1.062 -0.295 0.582 0.3 -0.3 0.0
H -1.104 4.352 -0.652 0.0 0.3 -0.2
H 1.698 0.205 0.028 1.2 0.9 -0.1
H -1.757 1.423 -2.522 0.3 -0.2 0.0
H -0.050 3.130 4.081 -0.2 -0.1 0.0
O -4.371 -2.889 -0.383 0.7 0.7 0.4
H -1.630 2.787 -3.615 -0.6 0.2 0.1
H -2.498 1.307 -4.109 0.3 -0.2 -0.3
C -0.324 1.224 4.592 0.0 0.2 0.7
H 1.575 2.662 -0.345 -0.4 0.3 0.6
H 1.787 -0.929 -2.559 -0.1 0.2 -0.3
H 3.160 1.444 -1.430 0.1 0.2 0.0
H 2.953 -3.839 1.738 0.7 0.2 0.1
H -2.560 -2.320 0.456 -0.5 -0.3 0.6
O -0.333 1.325 -4.019 0.0 -0.9 0.5
O 1.952 -1.787 -2.168 0.2 -0.5 -0.1
H -1.336 1.148 4.991 -0.5 0.4 -0.6
H 0.154 0.493 5.244 0.8 0.4 0.0
H 2.116 -4.640 -0.101 0.5 0.1 -0.8
H -0.033 1.063 1.092 -0.3 0.4 -0.2
O 2.012 -4.023 1.777 -1.4 0.1 -0.6
H -2.418 -2.639 -1.178 -0.1 -0.5 -0.6
C 1.498 -3.940 0.461 0.2 -1.1 0.8
O 0.949 -0.392 0.094 -1.0 -1.2 -0.2
C 2.573 2.541 0.078 -0.1 1.9 -1.5
H -0.555 0.826 -0.632 0.2 0.4 -0.2
```
Positions in Å, forces in eV/Å.

Its total charge is +1. Its energy above the lowest of the compared OMol25 structures with the same formula, charge and spin is 4.5774 eV. Its spin multiplicity is 2. The total energy is -23042.432 eV.

***

This record from the OMol25 dataset describes 9 unconnected molecules or ions with the total composition C6H28O9 in a non-equilibrium geometry. The level of theory is ωB97M-V/def2-TZVPD.

Structure (XYZ):
```
43
Properties=species:S:1:pos:R:3:forces:R:3
C -2.775 1.212 -0.685 0.4 2.3 1.0
H 0.812 3.664 -0.232 -2.2 -1.1 -1.8
H 1.980 3.163 0.626 -0.7 0.8 -0.5
H -1.887 -2.171 1.904 0.0 0.4 0.6
H -2.446 -0.827 2.486 0.2 -0.3 0.2
H -3.315 0.762 0.123 -0.3 -0.4 0.6
H -1.010 0.033 -0.496 0.2 -0.7 -0.1
H -1.043 1.533 -2.623 -1.1 -0.5 -1.7
H 1.094 -2.446 -1.318 -0.7 0.9 1.2
O 0.431 -2.051 -0.687 0.7 -1.0 -0.6
H 1.409 -0.921 2.103 0.5 0.0 -1.0
H 2.693 -1.346 1.301 0.0 0.0 -0.2
H -2.269 -1.017 -1.911 -0.3 0.1 -0.1
H 1.471 1.964 -2.429 0.3 -0.1 -0.4
H -1.361 1.173 1.659 0.6 0.8 -0.8
O 1.892 -0.821 1.186 -0.6 -0.2 1.5
C 1.007 -0.112 -2.509 0.6 -0.4 -0.1
H -1.068 -1.859 -1.579 0.8 -0.1 0.3
H -3.140 0.824 -1.583 -0.5 -0.8 -1.6
H -0.559 2.825 -1.635 0.0 0.2 0.1
H 0.812 -1.947 4.001 0.1 -0.7 0.5
H -0.334 -1.235 3.216 0.0 -0.2 0.2
H 3.121 1.877 1.987 -0.3 -0.2 -0.5
O -1.718 -3.107 0.518 -4.7 -0.4 0.4
H 1.400 1.244 -0.845 -0.4 -0.3 -1.2
H 2.382 0.794 1.090 0.4 0.8 0.2
C -1.263 1.073 -0.524 -0.1 1.5 -0.4
C 0.902 1.235 -1.861 -0.2 0.7 1.2
H 0.898 -1.524 0.008 0.3 -0.3 -0.5
O -1.892 -1.583 2.730 -0.2 -0.1 -0.9
O 1.479 3.965 0.308 2.8 0.7 2.1
H -0.866 -2.983 0.217 3.0 0.5 -1.3
C -0.828 1.697 0.806 -0.1 -0.3 0.7
H -2.325 -2.862 -0.260 1.5 -0.4 1.4
O 0.615 -1.165 3.507 -0.1 0.9 -0.8
H 0.145 -0.508 -3.122 0.3 0.5 0.3
H -3.090 2.307 -0.691 0.5 -1.2 0.0
C -0.538 1.745 -1.739 0.9 -0.6 2.3
O -1.979 -1.929 -1.868 -0.9 0.0 -0.6
O 1.997 -0.800 -2.402 -0.1 0.2 -0.4
H -1.060 2.774 0.804 -0.2 -0.4 0.2
H 0.258 1.649 1.012 -0.6 -0.2 -0.2
O 2.709 1.737 1.116 0.3 -0.7 0.5
```
Positions in Å, forces in eV/Å.

Its structure (SMILES) is CC(C)CCC=O.O.O.O.O.O.O.O.O. Its energy above the lowest of the compared OMol25 structures with the same formula, charge and spin is 0.3137 eV. Its spin multiplicity is 1. The total energy is -25104.478 eV.